1.
Entry from OMol25: C29H39AsOS5Tc as an isolated structure (ωB97M-V/def2-TZVPD).

Calculated values
**ΔE to the lowest compared entry with this formula, charge and spin**: 0.0 kcal per mole
**E_HOMO (alpha / beta)**: -6.871 / -7.521 eV
**F_max**: 0.18 eV Å⁻¹
**Calculated total energy**: -5511.2111 a.u.
**Spin multiplicity**: 2
**Lowest unoccupied orbital energy (alpha / beta)**: -0.606 / -1.146 eV

The geometry in XYZ format:
```
76
C29H39AsOS5Tc | OMol25 | ωB97M-V/def2-TZVPD
Tc -0.260 0.941 -0.546
As -2.830 3.954 1.630
S -0.432 3.171 -1.011
S -0.742 2.868 0.956
S -3.500 2.658 3.115
S 1.812 1.422 1.953
S -3.839 4.425 -0.115
O 1.373 0.571 0.739
C 3.213 -0.792 2.863
C 1.214 -1.845 -1.801
C -0.593 0.121 -2.527
C 0.832 -3.011 -2.727
C 4.449 1.259 2.496
C 0.006 -0.911 -1.665
C -0.155 0.738 -3.865
C 1.100 1.615 -3.751
C -2.128 -0.381 -0.820
C -4.122 -1.767 -0.559
C 4.385 -1.422 3.237
C 0.630 1.929 4.337
C -1.274 1.641 -4.405
C -0.970 -1.165 -0.640
C -1.095 0.571 5.308
C 2.483 -1.158 -2.306
C -3.130 -0.671 1.454
C -0.153 -0.057 3.188
C -3.413 -0.506 -0.037
C 0.069 -0.360 -4.913
C 3.259 0.548 2.496
C 5.585 -0.717 3.250
C -4.307 0.708 -0.268
C -1.892 0.398 -1.973
C 0.679 1.046 3.268
C -1.045 -0.291 4.223
C -0.261 1.680 5.366
C 1.561 -2.459 -0.435
C 5.620 0.618 2.883
H -0.773 -1.054 -4.940
H 0.978 -0.928 -4.732
H -4.069 -0.814 1.993
H 1.469 1.855 -4.751
H -1.517 2.447 -3.711
H 0.161 0.098 -5.900
H -3.526 -2.662 -0.366
H 3.312 -1.868 -2.274
H -0.841 -1.854 0.178
H 4.364 -2.465 3.526
H 6.555 1.162 2.892
H -3.786 1.636 -0.042
H -0.042 -3.534 -2.333
H 2.740 -0.309 -1.669
H -0.127 -0.692 2.311
H 0.597 -2.681 -3.735
H 4.458 2.300 2.197
H -0.937 2.098 -5.337
H -1.810 0.395 6.101
H 0.777 -3.127 -0.078
H -4.654 0.755 -1.303
H 1.263 2.809 4.351
H 6.497 -1.216 3.548
H 0.870 2.554 -3.248
H -2.642 0.214 1.862
H -1.722 -1.133 4.169
H -2.500 -1.546 1.644
H -0.328 2.367 6.198
H 1.742 -1.686 0.312
H -2.183 1.076 -4.618
H -5.086 -1.881 -0.060
H -2.581 1.138 -2.343
H -5.185 0.659 0.378
H 2.273 -1.328 2.864
H 1.902 1.139 -3.196
H 1.658 -3.725 -2.784
H 2.469 -3.056 -0.538
H 2.395 -0.811 -3.331
H -4.300 -1.700 -1.634
```



2.
Entry from OMol25: a 7-piece molecular cluster, C29H39F21O13P overall at a distorted geometry (ωB97M-V/def2-TZVPD).

Calculated values
**Total charge**: +1
**E_HOMO**: -12.315 eV
**F_max**: 2.31 eV Å⁻¹
**Calculated total energy**: -4544.9209 a.u.
**Spin multiplicity**: 1
**Lowest unoccupied orbital energy**: -3.345 eV

The geometry in XYZ format:
```
103
C29H39F21O13P | OMol25 | ωB97M-V/def2-TZVPD
P 1.712 6.095 1.018
F 0.789 -1.232 -1.878
F 4.501 -6.607 -7.945
F 1.951 -1.949 4.465
F 5.293 -4.628 -7.549
F -0.063 -2.296 5.151
F -5.391 -0.259 -2.475
F -6.106 1.106 -0.956
F 3.684 5.252 2.580
F 4.203 5.468 0.539
F 0.856 6.498 4.875
F 0.813 8.062 6.369
F -0.738 7.969 4.882
F -5.919 -1.000 -0.508
F 0.704 -2.448 -0.095
F 2.334 -2.682 -1.475
F 0.304 -1.819 3.070
F 5.906 -6.304 -6.329
F 2.988 3.872 1.139
F -2.356 -2.791 -8.205
F -0.931 -4.409 -8.176
F -0.757 -2.786 -6.753
O -0.556 6.168 7.768
O -2.264 -4.457 -5.237
O -3.261 -0.898 -0.654
O -3.444 1.334 -0.461
O -0.266 -4.557 3.742
O 1.978 -4.525 3.582
O -1.520 6.385 0.803
O 3.610 -5.970 -4.915
O 3.315 -0.248 -0.889
O 2.804 -4.715 -6.598
O -1.721 5.704 5.898
O -3.538 -4.887 -7.040
O 2.027 -0.312 0.951
C -1.728 -0.687 1.228
C -1.633 -3.573 -7.394
C -5.397 -4.810 -5.463
C 1.624 -4.414 -5.828
C -5.354 0.024 -1.163
C 1.537 -1.780 -0.900
C -2.510 -4.347 -6.403
C -0.288 -5.957 3.397
C 4.869 -5.762 -6.968
C -1.874 -0.824 -0.273
C 4.084 0.811 -0.297
C -0.776 6.313 6.606
C -4.435 -5.683 -6.241
C 0.316 5.586 2.067
C 0.058 -6.823 4.589
C 0.043 7.228 5.687
C -2.559 4.776 6.624
C -0.905 5.438 1.117
C 2.088 7.884 1.088
C 1.898 -3.326 -4.814
C 2.318 -0.703 -0.142
C 0.782 -2.499 4.128
C -3.632 5.501 7.407
C 1.244 8.677 2.128
C 0.931 -3.988 3.793
C 5.091 0.277 0.701
C 3.698 -5.502 -6.011
C -3.909 0.256 -0.704
C 3.272 5.135 1.370
H 4.595 -0.206 1.542
H -4.300 4.787 7.885
H 5.731 -0.471 0.231
H 0.473 4.633 2.576
H -6.118 -5.425 -4.926
H 5.713 1.085 1.085
H 3.144 7.992 1.336
H 1.735 9.634 2.264
H -5.934 -4.141 -6.136
H 2.632 -3.649 -4.076
H -3.014 4.132 5.874
H -1.415 -1.749 -0.603
H -0.681 -0.705 1.508
H -4.214 6.146 6.748
H 1.357 5.798 -0.310
H -1.302 -6.168 3.064
H -1.174 4.453 0.698
H -0.604 -6.599 5.427
H -4.870 -4.188 -4.741
H -4.983 -6.311 -6.941
H -1.379 -0.009 -0.800
H -1.948 4.144 7.268
H 0.877 -4.076 -6.534
H -3.197 6.135 8.179
H -3.869 -6.344 -5.585
H 0.982 -3.053 -4.291
H -2.165 0.247 1.583
H -2.248 -1.499 1.738
H 3.417 1.544 0.157
H 0.039 6.328 2.809
H 0.377 -6.147 2.555
H 1.239 -5.316 -5.353
H 1.897 8.327 0.113
H -0.039 -7.878 4.334
H 0.251 8.801 1.712
H 4.602 1.306 -1.116
H 1.216 8.163 3.081
H 2.305 -2.440 -5.305
H 1.078 -6.642 4.926
```



3.
Entry from OMol25: C29H39F32N3O7Si2 as an isolated structure at a distorted geometry (ωB97M-V/def2-TZVPD).

Calculated values
**E_HOMO**: -8.780 eV
**F_max**: 1.16 eV Å⁻¹
**Calculated total energy**: -5594.0939 a.u.
**Spin multiplicity**: 1
**Lowest unoccupied orbital energy**: 0.469 eV

The geometry in XYZ format:
```
112
C29H39F32N3O7Si2 | OMol25 | ωB97M-V/def2-TZVPD
Si -0.952 2.911 -2.188
Si -2.533 3.759 0.111
F 4.865 -6.991 -3.850
F -6.170 3.695 2.110
F 4.348 -2.039 4.854
F -0.016 -0.395 4.595
F 7.000 -7.325 -4.058
F -6.851 5.723 3.973
F 9.165 -7.941 -2.560
F 4.437 -3.559 -1.621
F -1.136 0.510 2.974
F -8.072 3.888 5.542
F 2.531 -0.929 5.344
F -8.790 4.289 2.788
F -9.095 1.980 5.398
F 7.944 -6.798 -0.271
F -4.212 3.599 3.089
F 1.166 -3.752 -0.379
F 0.338 2.293 4.465
F 3.218 -3.074 2.656
F 2.563 -2.074 -0.286
F -5.104 6.087 2.710
F 3.364 -0.894 2.632
F 6.813 -8.922 -1.673
F 10.497 -7.234 -0.979
F -1.457 -5.280 -3.159
F 0.481 -7.091 -3.541
F 0.497 -6.178 -1.555
F 0.006 -3.692 -2.830
F 2.647 -3.123 -2.768
F 5.662 -9.574 -3.416
F 2.172 1.301 3.817
F -10.418 4.070 4.233
F 9.079 -4.978 -0.695
O -0.095 4.156 1.388
O 3.006 -5.184 -1.947
O 6.172 -6.255 -2.263
O -7.341 2.297 4.129
O -1.237 1.063 -4.304
O 0.657 -0.626 2.457
O -2.079 2.614 -1.014
N -4.678 6.649 -1.135
N -4.166 4.589 -2.187
N -2.840 6.513 -2.729
C 2.699 -1.921 3.190
C -3.578 5.811 -1.667
C 7.373 -5.512 -2.170
C 1.764 2.878 -2.227
C 0.883 1.522 3.492
C 3.118 -3.840 -1.734
C -1.659 -0.009 -3.486
C 2.474 -3.417 -0.412
C 6.003 -7.267 -3.160
C 0.664 1.966 -1.915
C -6.029 2.799 4.290
C -5.591 5.325 3.718
C 0.771 -5.947 -2.857
C 5.775 -8.615 -2.470
C 8.485 -6.064 -1.266
C -2.632 5.544 -0.474
C -9.402 3.425 3.619
C 0.156 5.381 2.043
C -1.703 2.333 -3.842
C -0.187 -4.891 -3.414
C -1.422 3.668 1.629
C 2.279 -5.718 -3.039
C 0.112 0.203 3.396
C 1.219 -1.882 2.775
C 9.623 -6.840 -1.933
C -5.539 3.857 3.288
C -8.427 2.914 4.686
C 2.617 3.653 -2.535
C 3.005 -2.003 4.687
H -4.272 4.635 -3.190
H -3.125 7.476 -2.782
H -0.610 4.336 -2.339
H 0.738 1.143 -2.625
H -2.790 2.265 -3.707
H -1.629 5.907 -0.695
H -5.837 3.103 5.319
H 3.339 4.387 -2.813
H -1.546 3.071 -4.628
H -1.977 -0.826 -4.135
H 1.177 -2.418 1.832
H -0.532 6.163 1.710
H -2.901 6.069 -3.633
H -5.395 1.934 4.104
H -3.879 3.373 0.566
H -9.796 2.588 3.041
H 0.793 1.607 -0.894
H 7.755 -5.238 -3.154
H 4.861 -8.582 -1.873
H -2.962 6.113 0.399
H 2.575 -2.912 5.117
H -4.301 7.465 -0.665
H 0.079 5.259 3.126
H 0.594 -2.443 3.471
H 7.064 -4.583 -1.693
H -1.922 4.267 2.396
H -5.198 6.999 -1.936
H 2.980 -3.894 0.428
H 10.150 -6.206 -2.651
H -2.514 0.258 -2.863
H 2.697 -6.711 -3.160
H -5.076 4.442 -1.775
H 0.840 2.065 2.544
H 1.166 5.686 1.782
H -1.405 2.652 2.023
H -0.061 -4.792 -4.496
H 2.498 -5.187 -3.966
H -4.972 5.485 4.606
H -0.845 -0.387 -2.864
```



4.
Entry from OMol25: C29H39GeO6Ti as an isolated structure at a distorted geometry (ωB97M-V/def2-TZVPD).

Calculated values
**Total charge**: +2
**ΔE to the lowest compared entry with this formula, charge and spin**: 9.1 kcal per mole
**E_HOMO (alpha / beta)**: -12.296 / -12.297 eV
**F_max**: 1.61 eV Å⁻¹
**Calculated total energy**: -4505.7177 a.u.
**Spin multiplicity**: 2
**Lowest unoccupied orbital energy (alpha / beta)**: -5.605 / -5.138 eV

The geometry in XYZ format:
```
76
C29H39GeO6Ti | OMol25 | ωB97M-V/def2-TZVPD
Ge -1.353 -1.100 2.521
Ti -0.078 -0.213 0.317
O -0.110 1.719 1.246
O -1.258 0.995 -1.039
O 1.467 -0.373 1.700
O 0.553 -1.768 -1.212
O -1.773 -1.410 -0.291
O 1.794 0.473 -0.794
C -0.279 -2.943 -1.406
C -3.565 -3.038 2.085
C -1.871 -2.716 6.831
C -2.650 0.721 -0.692
C 1.598 0.770 2.593
C -5.892 -2.432 1.941
C 2.672 -0.817 1.036
C -2.855 -0.742 -0.971
C -1.477 1.297 4.151
C -1.957 -1.920 7.994
C -4.215 -0.740 2.277
C -1.457 -0.077 4.198
C 3.016 0.146 -0.078
C -1.903 -0.562 7.894
C -0.860 2.384 -0.933
C 1.152 2.037 1.887
C -1.714 -2.136 5.605
C -1.565 -2.798 -0.582
C -5.549 -1.098 2.118
C 1.761 0.074 -2.185
C -0.183 -2.711 2.711
C -1.619 2.088 5.315
C -1.751 0.068 6.634
C -4.900 -3.403 1.931
C -0.759 2.790 0.524
C -3.202 -1.703 2.255
C -1.735 1.481 6.529
C 0.698 -0.998 -2.425
C -1.632 -0.727 5.462
H 2.626 0.858 2.941
H 0.529 -2.535 3.518
H -2.811 0.921 0.368
H 0.946 0.573 3.440
H -6.322 -0.340 2.154
H 3.490 -0.904 1.749
H 1.856 2.381 1.129
H -5.166 -4.447 1.819
H 1.001 2.826 2.624
H -0.753 -3.609 2.955
H 0.114 2.444 -1.412
H -2.078 -2.392 8.960
H 0.289 -3.808 -1.075
H -3.811 -1.081 -0.572
H 3.437 1.075 0.298
H 2.745 -0.290 -2.468
H -1.674 -2.762 4.724
H -2.795 -0.954 -2.041
H -1.987 0.060 8.778
H 0.394 -2.921 1.801
H -0.263 -0.563 -2.693
H 3.743 -0.307 -0.748
H -0.186 3.713 0.616
H -3.965 0.302 2.460
H -1.483 -3.308 0.372
H 1.541 0.950 -2.793
H 2.443 -1.802 0.640
H -1.400 1.800 3.194
H -6.931 -2.715 1.832
H -3.316 1.336 -1.295
H -1.836 2.071 7.433
H -2.427 -3.199 -1.109
H -0.488 -3.053 -2.467
H -1.734 2.944 0.983
H 1.034 -1.643 -3.236
H -2.814 -3.821 2.099
H -1.639 3.169 5.240
H -1.938 -3.793 6.914
H -1.558 3.023 -1.472
```



5.
Entry from OMol25: C29H39N6O5STi as an isolated structure at a distorted geometry (ωB97M-V/def2-TZVPD).

Calculated values
**Total charge**: -1
**ΔE to the lowest compared entry with this formula, charge and spin**: 33.4 kcal per mole
**E_HOMO**: -1.457 eV
**F_max**: 1.84 eV Å⁻¹
**Calculated total energy**: -3080.9997 a.u.
**Spin multiplicity**: 1
**Lowest unoccupied orbital energy**: 2.481 eV

The geometry in XYZ format:
```
81
C29H39N6O5STi | OMol25 | ωB97M-V/def2-TZVPD
Ti 0.867 -0.374 0.283
S 4.140 -3.689 0.985
O 3.855 1.925 1.973
O 0.535 1.323 2.445
O 2.561 0.544 0.782
O 2.709 -0.302 4.043
O 2.772 1.851 4.725
N 2.330 -2.043 0.376
N 0.122 0.943 -0.607
N 0.010 -4.063 -1.663
N 0.671 -2.189 2.751
N -1.320 -0.751 1.258
N 0.169 -1.865 -0.980
C -0.921 -2.029 -1.834
C 3.046 2.482 -2.018
C -3.983 2.142 -0.845
C 0.767 -3.144 -0.888
C -2.066 -1.065 2.478
C 2.168 0.767 4.189
C 1.485 2.284 1.943
C 1.919 -3.285 -0.207
C -1.024 -3.383 -2.244
C -1.841 -1.107 -2.293
C -1.050 3.893 -3.390
C -2.517 1.988 -0.449
C -0.245 1.873 -1.573
C -0.397 -2.582 3.642
C -2.964 -2.858 -3.537
C 2.771 1.560 1.548
C -2.035 -3.807 -3.087
C 2.845 -4.342 0.093
C 0.187 3.285 -3.493
C 0.712 1.086 3.824
C 0.612 2.281 -2.625
C 2.203 0.245 -2.801
C -1.539 2.458 -1.508
C -2.251 2.671 0.894
C -1.757 -2.457 2.988
C 3.480 -2.161 1.000
C 2.017 1.756 -2.890
C -2.870 -1.534 -3.150
C -1.912 3.456 -2.397
H 2.231 -0.052 -1.759
H 3.963 -1.326 1.488
H -1.846 -3.162 2.153
H 2.900 2.228 -0.969
H 0.896 -2.896 2.059
H -4.178 1.698 -1.823
H -1.831 -0.331 3.251
H -3.588 -0.813 -3.519
H -2.432 3.747 0.811
H 4.062 2.184 -2.285
H 0.251 -5.022 -1.822
H -1.352 0.241 1.058
H -3.762 -3.170 -4.200
H -2.908 2.277 1.677
H -0.353 -1.917 4.513
H -2.340 0.920 -0.323
H 0.093 0.233 4.091
H -1.703 -1.228 0.447
H -3.144 -0.979 2.293
H -0.306 -3.605 4.036
H -2.507 -2.750 3.731
H 0.865 3.588 -4.285
H 1.389 -0.301 -3.279
H -1.219 2.525 1.209
H 2.871 -5.353 -0.267
H 3.727 1.670 4.727
H 1.037 2.706 1.043
H 3.149 -0.049 -3.261
H -4.620 1.641 -0.112
H -2.103 -4.843 -3.398
H -1.346 4.671 -4.082
H 0.406 1.970 4.393
H 2.220 2.036 -3.930
H 2.960 3.565 -2.131
H -1.743 -0.067 -2.025
H -2.900 3.892 -2.321
H 1.676 3.052 2.693
H 1.516 -1.949 3.255
H -4.292 3.189 -0.880
```